1.
ORCA calculation (wB97M-V/def2-TZVPD) on a structure of composition C4H4EuO5.

- spin multiplicity = 8
- HOMO-LUMO gap (alpha / beta) (eV) = 6.0 / 6.1
- electronic energy (Ha) = -1241.2966
- energy relative to the best compared isomer or geometry (same formula, charge and spin) (eV) = 0.230

Last column: Mulliken charge in e.
Cartesian coordinates (Å):
O (1.011, -0.171, 0.508)  -0.9712
H (-2.410, -0.219, -1.482)  0.2573
O (0.784, 1.996, -0.016)  -0.9592
O (-0.522, 0.470, -1.101)  -0.4158
C (-1.590, -0.384, -0.771)  -0.3174
C (-1.955, 0.027, 0.671)  -0.3316
O (-0.945, 0.934, 1.043)  -0.4101
C (0.143, 0.824, 0.118)  1.0940
H (-1.286, -1.442, -0.822)  0.2127
H (-1.968, -0.843, 1.346)  0.2203
H (-2.927, 0.537, 0.728)  0.2478
Eu (2.970, 1.341, 0.532)  1.3699
C (4.028, -1.074, -0.314)  0.0987
O (4.667, -1.995, -0.440)  -0.0956

=====

2.
ORCA calculation (wB97M-V/def2-TZVPD) on a cluster of 2 separate species, C4H4F2 in total.

- HOMO-LUMO gap (alpha / beta) (eV) = 7.8 / 8.9
- electronic energy (Ha) = -354.2771
- energy relative to the best compared isomer or geometry (same formula, charge and spin) (eV) = 6.080

Last column: Mulliken charge in e.
Cartesian coordinates (Å):
C (-0.584, 0.575, -1.520)  0.4103
C (-0.118, -0.606, -1.770)  0.4078
C (0.480, 0.141, -0.627)  -0.5284
C (0.022, -0.164, 2.073)  -0.8794
F (-1.410, 1.531, -1.888)  -0.2243
F (0.059, -1.525, -2.683)  -0.2201
H (1.584, 0.499, -0.433)  0.2171
H (-0.466, 0.795, 2.212)  0.2792
H (1.099, -0.252, 2.319)  0.2703
H (-0.666, -0.996, 2.317)  0.2675

=====

3.
ORCA calculation (wB97M-V/def2-TZVPD) on the ion C4H4F2N3O2S with charge -1.

- spin multiplicity = 3
- HOMO-LUMO gap (alpha / beta) (eV) = 3.8 / 8.2
- electronic energy (Ha) = -1067.3720
- total charge = -1

Last column: Mulliken charge in e.
Cartesian coordinates (Å):
C (-2.254, 0.498, -0.570)  -0.4591
C (-2.770, -0.373, 0.335)  -0.5698
C (-0.578, -0.460, 0.273)  0.2906
C (2.127, 1.216, -0.093)  0.2276
N (-0.888, 0.440, -0.589)  -0.3926
N (0.617, -1.026, 0.574)  -0.6483
N (-1.691, -1.035, 0.868)  -0.0347
O (2.974, -1.418, 0.412)  -0.7318
O (1.802, -0.832, -1.654)  -0.6573
F (1.584, 1.699, 0.983)  -0.2309
F (3.473, 1.409, -0.072)  -0.2586
S (1.877, -0.704, -0.231)  1.0761
H (-2.734, 1.159, -1.213)  0.5542
H (-3.880, -0.501, 0.502)  0.3183
H (1.673, 1.630, -1.062)  0.2241
H (-1.331, -1.703, 1.537)  0.2924

=====

Calculated values (eV/Å) of maximum force for the records, taken in order: 4.00 2.39 8.00.